Entry 1:
{
  "formula": "H14O6S",
  "method": "ωB97M-V with the def2-TZVPD basis set",
  "largest_force_ha_per_bohr": 0.08520,
  "e_lumo_ev": 0.2,
  "smiles": "O.O.O.O.O.O.S",
  "molar_mass_da": 142.17,
  "relative_energy_ev": 1.518,
  "total_energy_ha": -857.9833,
  "spin_multiplicity": 1,
  "gap_ev": 9.730,
  "species": ["S", "H", "H", "H", "H", "O", "H", "H", "O", "H", "H", "O", "H", "H", "O", "H", "H", "O", "H", "H", "O"],
  "positions_angstrom": [[-3.637450, -2.565605, -0.611930], [-2.960105, -1.687530, 0.110830], [-4.797797, -2.453545, 0.064955], [-1.050003, -0.663804, -1.182599], [-0.335797, 0.270999, -2.055203], [-0.527911, -0.646872, -1.990752], [-0.737248, -0.143643, 2.215207], [0.738187, 0.549676, 1.599880], [-0.235344, 0.612381, 1.688628], [1.533519, -2.408075, -0.518905], [0.778822, -1.122985, -0.492820], [1.610690, -1.499878, -0.174446], [2.299740, -0.475288, 0.952942], [3.509076, 0.087068, 1.503409], [2.500915, -0.016979, 1.743044], [-2.296575, 1.687350, -0.198443], [-1.274239, 0.729034, 0.489426], [-2.122067, 0.710180, -0.082240], [2.402429, 3.814418, -1.289051], [2.396519, 2.389973, -0.484724], [2.204639, 2.833124, -1.287209]],
  "forces_ev_per_angstrom": [[-0.34, -0.54, -0.37], [-0.07, 0.42, 0.31], [0.35, 0.14, 0.03], [-0.72, 0.14, -0.16], [0.29, 1.34, -0.37], [0.25, -1.41, 0.42], [2.53, 2.25, -1.53], [-0.41, -0.66, 0.85], [-1.75, -1.61, 1.20], [0.41, 0.45, 0.30], [0.05, 0.30, -0.42], [-0.52, -1.00, -0.55], [-1.08, -1.65, -1.55], [-2.71, 0.17, 1.36], [4.05, 1.59, 0.48], [0.08, -1.71, 0.04], [-1.31, 0.06, -0.62], [0.93, 1.76, 0.54], [-0.19, -2.07, 0.67], [0.50, 0.07, 1.39], [-0.34, 1.96, -2.02]]
}

---

Entry 2:
{
  "formula": "C4H6N2O",
  "method": "ωB97M-V with the def2-TZVPD basis set",
  "largest_force_ha_per_bohr": 0.06877,
  "e_lumo_ev": 0.5,
  "smiles": "Cc1cn(O)cn1",
  "molar_mass_da": 98.11,
  "relative_energy_ev": 2.926,
  "total_energy_ha": -340.6874,
  "spin_multiplicity": 1,
  "gap_ev": 9.085,
  "species": ["C", "C", "C", "C", "H", "H", "H", "H", "H", "H", "N", "N", "O"],
  "positions_angstrom": [[-2.169292, -0.318399, 0.028475], [-0.700934, 0.161931, -0.097982], [0.355249, -0.746321, -0.175145], [1.058422, 1.307094, -0.062873], [-2.743633, -0.326513, -0.979972], [-2.712621, 0.325193, 0.781378], [-2.185347, -1.423926, 0.218784], [0.416770, -1.828571, -0.132835], [3.019010, -0.437332, 0.909039], [1.699229, 2.196359, -0.261685], [1.477555, 0.022803, -0.133758], [-0.290719, 1.479709, -0.031191], [2.776315, -0.412033, -0.062241]],
  "forces_ev_per_angstrom": [[-0.17, 0.06, -1.45], [-1.35, -1.60, 0.22], [-0.79, 0.07, 0.47], [-0.36, 2.89, -0.61], [0.95, 0.71, 1.51], [0.47, -1.05, -0.81], [0.07, 1.10, 0.61], [-0.17, 0.33, -0.07], [-0.54, 0.07, -1.44], [-0.16, -1.16, 0.62], [-0.79, 1.13, 0.20], [2.45, -2.53, -0.32], [0.40, -0.01, 1.08]]
}

---

Entry 3:
{
  "formula": "C32H31AsHfN3O4S4",
  "method": "ωB97M-V with the def2-TZVPD basis set",
  "largest_force_ha_per_bohr": 0.01459,
  "e_lumo_ev": -3.4,
  "molar_mass_da": 903.30,
  "relative_energy_ev": 0.362,
  "total_charge": 1,
  "total_energy_ha": -5579.5648,
  "spin_multiplicity": 1,
  "gap_ev": 6.958,
  "species": ["Hf", "S", "C", "C", "C", "C", "C", "C", "As", "C", "C", "C", "C", "C", "C", "C", "C", "C", "C", "C", "C", "H", "H", "H", "H", "H", "H", "H", "H", "H", "H", "H", "H", "H", "H", "S", "C", "C", "C", "C", "C", "C", "S", "H", "H", "H", "H", "C", "C", "S", "O", "O", "C", "C", "N", "C", "N", "C", "C", "N", "O", "O", "C", "H", "H", "H", "H", "H", "H", "H", "H", "H", "H", "H", "H", "H"],
  "positions_angstrom": [[-0.134097, -0.521005, 0.714020], [-2.295187, -1.395404, 1.551518], [-3.661263, -0.786654, 0.588633], [-4.797716, -1.591959, 0.525588], [-5.924164, -1.173236, -0.164322], [-5.949495, 0.063912, -0.793657], [-4.833663, 0.882619, -0.728599], [-3.700354, 0.460901, -0.043146], [-2.098869, 1.513360, 0.005625], [-1.870881, 1.745273, 1.936691], [-2.919679, 1.512268, 2.827863], [-2.716110, 1.635006, 4.188744], [-1.460334, 1.974603, 4.686521], [-0.422692, 2.234416, 3.812433], [-0.629041, 2.132236, 2.435358], [-2.531760, 3.316227, -0.537017], [-2.879946, 4.292478, 0.387805], [-3.205338, 5.567754, -0.049878], [-3.189805, 5.868113, -1.405062], [-2.845023, 4.892167, -2.330021], [-2.512071, 3.617729, -1.896351], [-4.789465, -2.554691, 1.020067], [-6.790168, -1.820688, -0.207024], [-6.831851, 0.389229, -1.327629], [-4.844380, 1.855952, -1.205216], [-3.890606, 1.214218, 2.453420], [-3.534739, 1.455424, 4.872958], [-1.305825, 2.052665, 5.754298], [0.543923, 2.545051, 4.189580], [0.155743, 2.442263, 1.757084], [-2.899952, 4.067032, 1.446354], [-3.474917, 6.326999, 0.672127], [-3.447413, 6.864133, -1.739643], [-2.833474, 5.121164, -3.387227], [-2.242174, 2.859280, -2.622920], [0.903198, -2.155613, 2.117912], [0.457514, -3.484443, 0.974522], [0.654899, -4.755525, 1.513847], [0.357974, -5.900222, 0.794607], [-0.170906, -5.791023, -0.480774], [-0.386954, -4.537328, -1.025850], [-0.070456, -3.372740, -0.326686], [-0.370431, -1.863780, -1.256838], [1.057004, -4.837619, 2.514731], [0.538346, -6.870727, 1.236844], [-0.418574, -6.673646, -1.055169], [-0.808900, -4.445769, -2.018703], [3.496882, -2.689848, -3.333262], [3.830766, -3.314917, -1.988259], [3.977266, -2.122238, -0.676818], [4.539151, -2.755258, 0.477727], [2.692472, -1.460472, -0.571050], [5.148756, -0.843891, -1.207972], [4.557916, 0.537610, -1.517794], [3.588426, 1.020969, -0.523094], [2.263710, 1.067610, -0.745077], [1.576320, 1.107005, 0.398272], [2.510966, 1.079976, 1.411068], [3.739989, 1.022854, 0.852759], [5.000259, 1.100130, 1.536653], [4.957967, 1.051787, 2.743715], [6.003467, 1.193245, 0.851197], [1.625179, 1.052943, -2.084659], [3.263684, -3.473211, -4.052415], [4.328223, -2.111995, -3.737771], [2.618174, -2.049365, -3.247013], [4.730769, -3.928023, -1.988796], [2.998377, -3.924252, -1.621327], [5.666990, -1.197584, -2.099727], [5.886346, -0.791520, -0.409595], [4.035419, 0.521591, -2.470127], [5.378502, 1.248010, -1.581171], [2.252997, 1.141400, 2.455370], [2.190978, 1.642211, -2.804088], [0.626448, 1.479711, -2.002618], [1.533693, 0.025125, -2.441541]],
  "forces_ev_per_angstrom": [[-0.71, 0.24, -0.02], [-0.03, 0.10, -0.02], [-0.02, -0.02, 0.00], [-0.02, -0.01, 0.00], [0.00, 0.00, 0.00], [0.00, -0.01, 0.01], [0.00, 0.02, 0.02], [-0.04, 0.06, -0.04], [0.30, -0.02, 0.55], [-0.22, 0.22, 0.05], [0.03, -0.02, 0.03], [0.00, -0.01, -0.01], [0.01, 0.00, 0.01], [0.07, 0.00, 0.01], [0.03, 0.04, -0.04], [-0.04, -0.16, -0.28], [0.00, -0.02, 0.09], [0.00, 0.03, -0.04], [0.00, -0.02, 0.02], [0.00, 0.01, 0.02], [0.03, -0.02, -0.03], [0.01, 0.00, 0.00], [0.00, 0.01, 0.00], [0.00, 0.00, 0.00], [0.00, 0.00, 0.00], [-0.01, 0.01, 0.00], [-0.01, -0.01, -0.01], [0.01, 0.00, 0.00], [-0.01, 0.00, 0.01], [0.00, -0.03, -0.02], [0.00, 0.00, -0.01], [0.00, 0.00, -0.01], [0.00, 0.00, 0.00], [0.00, 0.01, 0.00], [0.00, -0.01, 0.00], [0.16, -0.03, -0.28], [0.01, -0.01, 0.12], [-0.05, -0.06, -0.06], [0.02, 0.01, 0.05], [-0.03, 0.02, -0.05], [-0.02, -0.04, 0.03], [0.12, -0.05, -0.07], [0.36, 0.09, 0.00], [0.00, 0.02, 0.00], [0.00, 0.00, -0.01], [0.01, 0.00, 0.01], [0.01, 0.01, 0.00], [-0.05, 0.00, 0.02], [-0.12, 0.08, 0.03], [0.07, 0.25, -0.04], [0.04, -0.10, 0.05], [-0.02, -0.27, -0.10], [-0.02, -0.03, -0.01], [0.08, 0.03, -0.08], [0.00, 0.02, 0.15], [-0.04, 0.01, -0.18], [0.01, -0.40, 0.04], [0.06, 0.06, 0.03], [-0.16, 0.14, 0.03], [0.06, -0.24, 0.06], [0.02, 0.09, -0.07], [-0.02, 0.10, 0.03], [0.03, -0.03, -0.02], [0.02, -0.01, 0.00], [0.00, 0.01, 0.00], [0.00, -0.01, -0.01], [0.06, 0.07, 0.00], [0.05, -0.04, 0.00], [0.01, -0.03, 0.00], [-0.06, -0.01, 0.05], [-0.01, 0.00, 0.01], [0.00, -0.01, -0.03], [0.03, -0.03, 0.01], [-0.01, 0.01, 0.00], [-0.01, -0.01, 0.01], [0.02, 0.01, -0.02]]
}

---

Entry 4:
{
  "formula": "C26H23IIrN2OS4",
  "method": "ωB97M-V with the def2-TZVPD basis set",
  "largest_force_ha_per_bohr": 0.04504,
  "e_lumo_ev": [-4.0, -4.0],
  "molar_mass_da": 826.87,
  "relative_energy_ev": 0.977,
  "total_charge": 1,
  "total_energy_ha": -3183.8501,
  "spin_multiplicity": 1,
  "gap_ev": [6.264, 6.248],
  "species": ["Ir", "S", "C", "S", "S", "N", "S", "C", "C", "C", "C", "C", "C", "C", "C", "C", "C", "C", "C", "H", "H", "H", "H", "H", "H", "H", "H", "H", "H", "H", "I", "C", "C", "C", "C", "N", "C", "H", "H", "H", "H", "C", "C", "O", "C", "C", "C", "C", "C", "C", "H", "H", "H", "H", "H", "H", "H", "H"],
  "positions_angstrom": [[-1.453808, 0.631862, -2.202529], [-4.363502, 1.271735, -5.605465], [-3.189846, 0.999607, -4.501245], [-2.359784, 2.273200, -3.653084], [-2.665814, -0.557191, -3.989779], [0.015393, -0.867813, -1.696175], [0.249137, -1.301086, -0.176248], [2.017294, -1.250305, 0.124944], [2.886243, -2.082041, -0.565272], [4.249981, -1.924444, -0.381429], [4.728709, -0.950191, 0.487180], [3.848219, -0.134718, 1.183357], [2.480573, -0.280406, 1.001699], [-0.036325, -3.085430, -0.079194], [0.330924, -3.768863, 1.071172], [0.062716, -5.125011, 1.158860], [-0.571150, -5.779500, 0.110024], [-0.945932, -5.080271, -1.027591], [-0.685613, -3.719575, -1.124204], [0.627266, -1.307877, -2.371302], [2.506187, -2.849647, -1.229748], [4.938463, -2.562695, -0.918506], [5.795495, -0.831449, 0.622211], [4.222959, 0.618144, 1.863965], [1.777701, 0.351434, 1.532824], [0.827343, -3.250392, 1.883263], [0.347160, -5.671006, 2.048345], [-0.775510, -6.839575, 0.179508], [-1.444943, -5.584062, -1.844263], [-0.984070, -3.157084, -2.000444], [-3.697338, -3.371060, 1.626187], [-3.654938, -1.374398, 0.999055], [-4.319341, -0.372698, 1.691445], [-4.212473, 0.931910, 1.231228], [-3.448628, 1.192356, 0.108297], [-2.829550, 0.216790, -0.555287], [-2.929717, -1.043957, -0.130124], [-4.913258, -0.604563, 2.564982], [-4.718619, 1.740763, 1.737946], [-3.330597, 2.193816, -0.283442], [-2.430192, -1.804451, -0.716211], [1.459590, 2.972206, -1.859162], [0.621333, 2.691443, -0.651671], [-0.215365, 1.791944, -0.659597], [0.825809, 3.484525, 0.575028], [-0.051485, 3.293896, 1.648561], [0.101018, 4.013760, 2.817150], [1.141704, 4.927445, 2.934287], [2.027563, 5.112453, 1.882020], [1.873784, 4.397312, 0.707332], [1.119241, 2.366886, -2.696910], [2.501144, 2.726047, -1.642556], [1.409024, 4.027393, -2.127257], [-0.851592, 2.574472, 1.536199], [-0.588347, 3.864186, 3.637459], [1.258958, 5.497549, 3.846355], [2.841332, 5.818230, 1.979835], [2.575473, 4.550400, -0.102023]],
  "forces_ev_per_angstrom": [[-1.41, -0.09, -1.12], [0.64, -0.13, 0.42], [-1.36, 0.16, -1.26], [0.85, -0.66, 1.45], [1.10, 0.71, 1.91], [-0.90, 0.39, 0.68], [0.51, -0.49, -0.24], [-0.30, 0.09, 0.05], [0.02, -0.08, -0.05], [-0.03, -0.01, -0.04], [0.00, 0.00, 0.01], [0.05, 0.03, 0.00], [-0.11, 0.04, 0.00], [0.05, 0.23, 0.03], [0.03, 0.03, 0.04], [0.00, 0.04, 0.06], [-0.04, -0.03, -0.09], [-0.02, 0.00, 0.03], [0.04, 0.05, -0.03], [-0.10, -0.04, -0.11], [0.01, 0.01, 0.01], [0.01, 0.00, 0.02], [-0.01, 0.00, 0.01], [0.00, -0.02, 0.01], [0.02, 0.02, -0.01], [0.01, -0.04, 0.00], [0.01, 0.00, -0.01], [0.01, 0.00, 0.01], [0.00, -0.03, 0.02], [0.03, -0.01, -0.04], [-0.02, 0.30, -0.10], [-0.06, -0.27, 0.08], [0.02, 0.05, -0.04], [-0.01, -0.17, -0.03], [-0.01, 0.38, -0.13], [1.79, -0.21, -1.20], [-0.16, -0.25, -0.02], [0.03, 0.01, 0.02], [0.01, 0.02, -0.03], [0.03, -0.04, -0.02], [-0.05, 0.10, 0.01], [-0.15, -0.03, -0.11], [0.38, 0.10, -0.31], [-0.92, -0.04, -0.04], [-0.02, -0.11, 0.38], [0.02, -0.05, -0.16], [-0.02, -0.02, 0.03], [-0.01, -0.01, -0.04], [0.05, 0.07, 0.08], [-0.03, -0.07, -0.15], [-0.01, 0.01, 0.01], [0.01, 0.03, 0.02], [0.04, 0.00, -0.01], [-0.03, 0.01, 0.04], [0.01, 0.02, 0.00], [0.02, -0.01, 0.00], [-0.01, 0.00, -0.01], [-0.02, 0.01, 0.00]]
}